Computed, not measured: 9 unconnected molecules or ions with the total composition ClH16O12 in a non-equilibrium geometry, with ωB97M-V with the def2-TZVPD basis set.

Structure (XYZ):
```
29
Properties=species:S:1:pos:R:3
Cl 0.11 -0.92 -0.80
O -1.27 -1.47 -1.18
O 1.22 -1.48 -1.67
O 0.07 0.55 -0.93
O 0.38 -1.21 0.66
O -2.64 -0.58 1.15
H -1.96 -0.70 1.79
H -2.23 -1.04 0.39
O 2.90 0.47 -1.79
H 2.12 0.97 -1.62
H 2.40 -0.32 -1.84
O -2.77 0.51 -2.60
H -2.36 0.49 -3.46
H -2.31 -0.15 -2.11
O -1.04 -1.41 3.68
H -0.12 -1.13 3.61
H -1.04 -2.23 4.21
O -1.64 2.35 0.20
H -1.44 2.12 1.08
H -1.22 1.66 -0.33
O 1.64 1.73 0.98
H 1.88 2.38 0.34
H 1.17 1.06 0.55
O 0.82 -0.05 -4.15
H 0.80 -0.55 -3.32
H 0.87 0.86 -3.86
O 1.72 -0.30 3.65
H 1.76 -0.83 4.42
H 2.15 -0.79 2.95
```

2S+1: 1
Charge: -1
Orbital gap (eV): 9.75
HOMO level (eV): -7.19
LUMO energy (eV): 2.566

Computed, not measured: 11 unconnected molecules or ions with the total composition ClH20O14 in a non-equilibrium geometry, with ωB97M-V with the def2-TZVPD basis set.

Structure (XYZ):
```
35
Properties=species:S:1:pos:R:3
Cl 5.50 -16.14 22.25
O 4.70 -16.15 23.54
O 5.13 -17.32 21.42
O 5.23 -14.95 21.41
O 6.95 -16.29 22.58
O 1.75 -15.09 23.45
H 1.80 -14.23 23.84
H 2.56 -15.44 23.65
O 5.87 -14.21 18.85
H 6.75 -14.65 18.75
H 5.60 -14.59 19.71
O 8.88 -14.14 21.75
H 8.17 -14.58 22.20
H 9.36 -13.51 22.31
O 8.32 -17.58 20.38
H 7.56 -17.75 20.93
H 8.21 -18.05 19.57
O 1.80 -17.77 21.62
H 2.68 -17.96 21.90
H 1.79 -18.11 20.72
O 5.20 -18.96 18.92
H 4.56 -19.56 18.53
H 5.32 -19.18 19.87
O 3.82 -16.42 18.82
H 3.37 -16.02 19.56
H 4.13 -17.30 19.12
O 2.21 -15.03 20.59
H 1.91 -15.36 21.45
H 2.79 -14.32 20.81
O 3.54 -12.72 21.79
H 4.04 -12.36 21.03
H 4.13 -13.32 22.17
O 5.79 -12.56 24.25
H 5.56 -13.46 24.00
H 6.51 -12.27 23.65
```

2S+1: 1
Charge: -1
Orbital gap (eV): 9.39
HOMO level (eV): -6.73
LUMO energy (eV): 2.664

Computed, not measured: 15 unconnected molecules or ions with the total composition ClH28O18 in a non-equilibrium geometry, with ωB97M-V with the def2-TZVPD basis set.

Structure (XYZ):
```
47
Properties=species:S:1:pos:R:3
Cl -0.04 -0.04 0.18
O -0.14 1.16 1.11
O 0.54 0.33 -1.15
O 0.94 -1.05 0.79
O -1.41 -0.68 0.00
O 3.33 -0.09 -1.49
H 2.77 -0.86 -1.36
H 3.99 -0.21 -0.84
O 2.10 -2.47 -1.58
H 1.63 -2.20 -2.38
H 1.44 -2.82 -1.05
O 2.02 0.67 2.85
H 2.10 -0.24 2.94
H 1.15 0.85 2.57
O 0.36 2.14 -3.17
H 0.88 1.84 -3.96
H 0.39 1.51 -2.50
O -1.99 3.09 -1.10
H -1.79 3.37 -2.00
H -1.22 3.36 -0.59
O 2.64 2.60 -1.25
H 2.82 1.63 -1.28
H 2.75 2.90 -2.16
O -4.43 0.34 0.25
H -3.77 0.76 0.76
H -4.04 0.30 -0.59
O 0.51 3.53 0.14
H 0.22 2.74 0.51
H 1.23 3.17 -0.35
O -0.61 -2.77 1.93
H -1.38 -2.79 1.29
H -0.01 -2.10 1.52
O -1.16 -1.80 -2.79
H -1.49 -1.03 -3.21
H -1.27 -1.74 -1.81
O -0.78 -0.83 3.76
H -0.78 -1.54 3.07
H -1.71 -0.81 4.04
O 3.63 -1.39 1.07
H 2.72 -1.13 0.85
H 3.63 -2.37 1.10
O -2.74 -3.31 0.41
H -3.13 -2.75 -0.26
H -2.74 -4.15 -0.01
O -2.67 1.43 2.08
H -2.67 2.40 1.79
H -1.82 1.06 1.88
```

2S+1: 1
Charge: -1
Orbital gap (eV): 10.05
HOMO level (eV): -7.76
LUMO energy (eV): 2.291

Computed, not measured: 2 unconnected molecules or ions with the total composition ClH2NO2Si in a non-equilibrium geometry, with ωB97M-V with the def2-TZVPD basis set.

Structure (XYZ):
```
7
Properties=species:S:1:pos:R:3
O -1.30 -1.53 -0.99
Si -2.05 -0.56 -0.13
H -1.28 0.55 0.39
H -3.38 -0.58 0.37
O 1.99 1.65 0.20
N 2.92 1.00 0.51
Cl 3.10 -0.54 -0.36
```

2S+1: 1
SMILES: O=[SiH2].O=NCl
Orbital gap (eV): 9.68
HOMO level (eV): -10.66
LUMO energy (eV): -0.981

- Among the records above, which one has the highest LUMO energy?
  ClH20O14

- Which value of 2S+1 does entry 2 give?
  1

- What is the HOMO level in the second record?
  -6.73 eV

- Which formula does entry 4 have?
  ClH2NO2Si